(1)
# C5H4ClFO

One molecule with the formula C5H4ClFO at a distorted geometry (the ωB97M-V functional and the def2-TZVPD basis, OMol25).

highest occupied orbital energy: -8.943 eV
energy above the lowest of the compared OMol25 structures with the same formula, charge and spin: 29.1 kcal per mole
Kohn-Sham gap: 0.361 Eh

```
! RIJCOSX wB97M-V def2-TZVPD def2/J DEFGRID3
* xyz 0 1
F 1.8085 -1.2159 0.0023
C 0.7552 -0.3771 0.0377
Cl 1.2555 1.2930 -0.0129
C -0.4194 -0.8896 -0.7134
O -1.4134 -0.0042 -1.1490
C -1.9806 0.5419 -0.0333
C -1.4901 0.0887 1.1221
C -0.4039 -0.8845 0.8254
H -0.2882 -1.7995 -1.3464
H -2.7525 1.2799 -0.2414
H -1.7878 0.4105 2.1117
H -0.2505 -1.7707 1.4352
*
```

(2)
# C27H48AsBFeN7O

C27H48AsBFeN7O as an isolated structure (the ωB97M-V functional and the def2-TZVPD basis, OMol25).

highest occupied orbital energy (spin up / spin down): -14.321 / -14.234 eV
energy above the lowest of the compared OMol25 structures with the same formula, charge and spin: 0.0 kcal per mole
<S²>: 8.76
Kohn-Sham gap (spin up / spin down): 0.361 / 0.243 Eh

```
! RIJCOSX wB97M-V def2-TZVPD def2/J DEFGRID3
* xyz 2 6
Fe 0.0217 0.4775 0.2715
C -0.6611 3.0812 2.9401
C -1.6162 2.8089 1.8403
C -2.8440 3.4238 1.6467
C -3.3700 2.8720 0.4874
C -4.6575 3.1678 -0.1959
N -2.4878 1.9728 0.0294
N -1.3963 1.9161 0.8580
B -2.5589 1.0844 -1.2240
N -2.5185 -0.3949 -0.7379
N -1.5154 -0.8018 0.0911
C -1.7562 -2.0736 0.4441
C -0.8552 -2.8156 1.3691
C -2.9296 -2.4914 -0.1664
C -3.3867 -1.4043 -0.9053
C -4.6116 -1.2876 -1.7416
N -1.3082 1.3970 -2.0971
N -0.0600 1.3597 -1.5405
C 0.8175 1.8001 -2.4508
C 2.2703 1.9288 -2.1479
C 0.1328 2.1058 -3.6198
C -1.2080 1.8452 -3.3596
C -2.3865 2.0261 -4.2494
H -0.7318 4.1252 3.2393
H 0.3545 2.9034 2.6119
H -0.8732 2.4722 3.8218
H -3.2912 4.1872 2.2588
H -5.1877 3.9461 0.3463
H -5.2942 2.2842 -0.2358
H -4.4927 3.5113 -1.2166
H -3.5524 1.2828 -1.8387
H 0.0850 -2.2806 1.5157
H -0.6219 -3.8039 0.9742
H -1.3299 -2.9547 2.3409
H -3.4060 -3.4519 -0.0762
H -5.1028 -2.2547 -1.8119
H -4.3741 -0.9455 -2.7479
H -5.3153 -0.5786 -1.3051
H 2.5285 1.4419 -1.2041
H 2.5573 2.9781 -2.0732
H 2.8672 1.4817 -2.9409
H 0.5459 2.4918 -4.5354
H -2.0551 2.1718 -5.2744
H -2.9628 2.9034 -3.9527
H -3.0496 1.1634 -4.2169
C 3.6192 2.4844 1.5187
C 2.8273 1.9798 2.7179
As 1.6930 0.4537 2.2642
C 3.0206 -0.9468 1.9835
C 3.9837 -1.1509 3.1451
C 0.7547 -0.0733 3.9052
C 1.3417 0.4983 5.1909
H 4.2996 3.2765 1.8290
H 2.9611 2.8979 0.7489
H 4.2238 1.6956 1.0674
H 2.2143 2.7634 3.1498
H 3.4837 1.6246 3.5136
H 3.5500 -0.6798 1.0664
H 2.4551 -1.8549 1.7707
H 4.5779 -0.2606 3.3480
H 4.6807 -1.9554 2.9104
H 3.4607 -1.4328 4.0603
H 0.7693 -1.1657 3.9114
H -0.2894 0.2286 3.7902
H 2.3865 0.2198 5.3290
H 0.7837 0.1186 6.0462
H 1.2745 1.5860 5.2140
O 1.2694 -1.0161 -0.4803
C 1.8175 -1.5523 -1.4666
C 2.9186 -2.5477 -1.3307
C 2.1776 -3.9133 -1.2560
C 1.0996 -4.1971 -2.3204
C -0.2016 -3.3770 -2.2052
C -0.1264 -1.9628 -2.8051
N 1.2685 -1.4762 -2.6954
H 3.5149 -2.3887 -0.4377
H 3.5707 -2.5179 -2.2060
H 1.7159 -3.9928 -0.2672
H 2.9395 -4.6909 -1.3056
H 0.8333 -5.2488 -2.2112
H 1.5240 -4.1178 -3.3273
H -0.4744 -3.3062 -1.1482
H -1.0156 -3.9164 -2.6907
H -0.7979 -1.2686 -2.3000
H -0.3712 -1.9547 -3.8651
H 1.8534 -1.9341 -3.3828
*
```

(3)
# C24H33N5O6

One molecule with the formula C24H33N5O6 (the ωB97M-V functional and the def2-TZVPD basis, OMol25).

highest occupied orbital energy: -8.562 eV
energy above the lowest of the compared OMol25 structures with the same formula, charge and spin: 5.0 kcal per mole
Kohn-Sham gap: 0.323 Eh

```
! RIJCOSX wB97M-V def2-TZVPD def2/J DEFGRID3
* xyz 0 1
C -5.1324 -8.8452 0.4031
C -4.4970 -8.7287 -0.9755
O -3.5776 -7.6408 -1.0357
C -4.0958 -6.4232 -1.2660
O -5.2739 -6.2250 -1.4464
C -3.0632 -5.3650 -1.2796
C -1.7149 -5.6418 -1.0570
C -0.7908 -4.6212 -1.0667
C -1.1906 -3.3014 -1.2977
N -0.2109 -2.3210 -1.2809
C -0.3165 -0.9762 -1.4347
O -1.3594 -0.3724 -1.6574
C 0.9914 -0.3291 -1.2789
N 2.0890 -1.1031 -1.0111
C 3.0897 -0.2786 -0.8726
N 2.7097 0.9974 -1.0543
C 1.3740 1.0065 -1.3083
C 0.7142 2.3187 -1.4862
O 1.3766 3.3461 -1.3963
N -0.5982 2.2769 -1.7443
C -1.4234 3.4589 -1.7303
C -2.5013 3.3812 -0.6395
C -1.9725 2.8578 0.6978
C -0.8349 3.6960 1.2761
C -0.1531 2.9823 2.4481
N 1.1096 3.5956 2.7946
C 2.2351 3.2855 2.1030
O 2.3449 2.3211 1.3819
O 3.1991 4.1782 2.3913
C 4.4694 4.1336 1.7001
C 5.1531 2.7772 1.8815
C 5.3022 5.2260 2.3737
C 4.2516 4.4679 0.2218
C -2.5386 -3.0237 -1.5267
C -3.4593 -4.0496 -1.5154
H -5.7776 -9.7185 0.4351
H -4.3629 -8.9417 1.1655
H -5.7271 -7.9591 0.6113
H -5.2713 -8.5820 -1.7360
H -3.9046 -9.6152 -1.2126
H -1.4035 -6.6584 -0.8763
H 0.2545 -4.8327 -0.8920
H 0.7437 -2.6220 -1.0971
H 4.0946 -0.5781 -0.6511
H 3.2362 1.8487 -0.9193
H -1.0655 1.3687 -1.7765
H -1.9068 3.5785 -2.7061
H -0.7611 4.3127 -1.5698
H -3.2938 2.7093 -0.9747
H -2.9328 4.3754 -0.5115
H -1.6195 1.8343 0.5562
H -2.7981 2.8222 1.4121
H -1.2101 4.6708 1.5967
H -0.0739 3.8624 0.5145
H -0.7923 2.9717 3.3339
H 0.0737 1.9526 2.1606
H 1.0934 4.5011 3.2374
H 4.5781 1.9891 1.4049
H 5.2396 2.5469 2.9413
H 6.1487 2.8116 1.4470
H 4.7761 6.1757 2.3265
H 5.4724 4.9777 3.4180
H 6.2592 5.3241 1.8697
H 5.1559 4.2666 -0.3460
H 3.9955 5.5192 0.1115
H 3.4292 3.8870 -0.1893
H -2.8493 -2.0085 -1.7076
H -4.5060 -3.8507 -1.6881
*
```

(4)
# C2H40O17S2

A 18-piece molecular cluster, C2H40O17S2 overall at a distorted geometry (the ωB97M-V functional and the def2-TZVPD basis, OMol25).

highest occupied orbital energy: -8.562 eV
energy above the lowest of the compared OMol25 structures with the same formula, charge and spin: 100.4 kcal per mole
Kohn-Sham gap: 0.301 Eh

```
! RIJCOSX wB97M-V def2-TZVPD def2/J DEFGRID3
* xyz 0 1
C -2.6262 4.8816 -1.3960
S -0.8857 5.4305 -1.4819
S 0.2420 3.9506 -0.7716
C 0.7451 2.9289 -2.2618
H -2.8139 3.7679 -1.5196
H -3.1209 5.1222 -0.4424
H -3.2269 5.2541 -2.2078
H -0.2033 2.9843 -2.8538
H 1.5098 3.3678 -2.8901
H 0.8870 1.9212 -1.8696
H -2.6907 -0.9043 4.7641
H -3.0848 -1.8145 3.7215
O -3.3584 -0.9211 4.0677
H 2.7775 3.5517 1.3816
H 3.0868 2.7129 2.6243
O 3.5120 3.2107 1.8997
H 3.4157 -3.1451 0.8468
H 4.3008 -2.8358 -0.3785
O 3.7993 -2.4063 0.3217
H 3.0427 0.2569 -3.7710
H 2.7655 1.0710 -5.1168
O 3.4076 0.8243 -4.4512
H -3.4388 2.9246 0.5759
H -2.5747 1.6704 0.4730
O -3.0372 2.3346 -0.0637
H -0.7531 0.4886 2.5744
H -0.0364 1.8888 2.2896
O -0.8595 1.3488 2.1603
H 1.2071 -4.2789 1.3129
H 1.7439 -4.7618 2.6785
O 1.9747 -4.2040 1.9342
H -1.5641 -1.9689 -5.9163
H -2.2105 -1.9385 -4.4373
O -1.5494 -2.3339 -5.0295
H -0.6435 -4.2770 -0.2425
H -0.8567 -4.7959 1.0377
O -0.0942 -4.7661 0.4454
H 0.6676 -3.3585 -2.8150
H -0.5326 -2.6175 -3.6253
O -0.0374 -2.7073 -2.7744
H 3.2689 -1.1247 2.0810
H 2.1111 -0.8249 1.2842
O 2.3706 -0.7759 2.2159
H -2.3268 -2.5828 -0.0893
H -1.5852 -2.8558 -1.3993
O -1.9363 -3.2936 -0.6121
H -4.3656 -1.7540 -4.1511
H -3.8728 -0.7404 -3.1081
O -3.6671 -1.1189 -3.9700
H 0.3340 -1.6325 4.4081
H 0.1561 -1.9683 2.8902
O -0.3288 -1.7374 3.6940
H -3.4977 -0.1386 2.4049
H -2.6957 1.1813 2.2293
O -3.3528 0.5959 1.7875
H 5.1280 2.8075 1.3342
H 5.0443 1.6131 0.4691
O 5.6747 2.3080 0.6764
H 1.3102 1.7695 3.6979
H 1.7840 0.7319 2.5893
O 1.5610 1.6838 2.7747
*
```

(5)
# C3H2O5

One molecule with the formula C3H2O5 at a distorted geometry (the ωB97M-V functional and the def2-TZVPD basis, OMol25).

highest occupied orbital energy: -10.713 eV
energy above the lowest of the compared OMol25 structures with the same formula, charge and spin: 6.3 kcal per mole
Kohn-Sham gap: 0.322 Eh

```
! RIJCOSX wB97M-V def2-TZVPD def2/J DEFGRID3
* xyz 0 1
O -1.4726 1.7207 -0.0053
C -1.3605 0.5346 -0.0238
O -2.3975 -0.2864 0.0003
C 0.0210 -0.1818 0.0003
O 0.0309 -1.4197 0.0113
C 1.3523 0.5476 -0.0006
O 1.4417 1.7455 0.0195
O 2.3953 -0.2661 -0.0083
H -2.0462 -1.2066 0.0808
H 2.0356 -1.1879 -0.0742
*
```

(6)
# C27H54O13

A 7-piece molecular cluster, C27H54O13 overall at a distorted geometry (the ωB97M-V functional and the def2-TZVPD basis, OMol25).

highest occupied orbital energy: -10.087 eV
energy above the lowest of the compared OMol25 structures with the same formula, charge and spin: 246.1 kcal per mole
Kohn-Sham gap: 0.383 Eh

```
! RIJCOSX wB97M-V def2-TZVPD def2/J DEFGRID3
* xyz 0 1
C 0.5256 2.2250 0.1969
C -0.3374 1.3861 -0.7132
O -0.1178 -0.0123 -0.5029
C 0.9361 -0.6623 -1.0222
C 0.9388 -2.0583 -0.4125
O 1.7367 -0.2048 -1.8578
H 0.2162 2.1514 1.3180
H 0.1750 3.2933 0.0174
H 1.4564 2.1931 -0.1781
H -1.3779 1.6908 -0.3944
H -0.2181 1.6613 -1.5560
H 0.2986 -2.0838 0.5071
H 1.9023 -2.5249 -0.5865
H 0.2040 -2.7721 -0.8070
C 2.5882 -2.7540 -4.4290
C 3.7312 -3.0761 -3.3927
O 3.4390 -4.2406 -2.5387
C 3.8810 -5.4277 -2.9266
C 3.4221 -6.5447 -2.0548
O 4.5566 -5.6417 -3.9391
H 1.6037 -2.6624 -3.8927
H 2.7628 -3.5222 -5.3365
H 2.7233 -1.5995 -4.8998
H 4.7917 -3.2357 -3.7283
H 3.7391 -2.4774 -2.6815
H 2.8745 -7.1577 -2.6641
H 2.5613 -6.3099 -1.4021
H 4.3711 -6.9676 -1.3135
C 1.0435 0.3937 3.2216
C -0.4189 0.0117 3.5822
O -1.2540 0.9103 2.9705
C -2.6546 0.9254 3.2242
C -3.4259 1.8302 2.2985
O -3.2341 0.3157 4.1037
H 1.1342 1.5856 3.3882
H 1.5844 -0.1420 2.3008
H 1.6862 -0.0323 3.9593
H -0.7039 -1.0815 3.4108
H -0.4795 0.0782 4.6308
H -3.3671 1.4775 1.1311
H -3.0472 2.9407 2.5043
H -4.4208 1.6798 2.6853
C 4.6233 2.2332 4.5266
C 5.1220 2.2297 3.0555
O 4.5902 1.0948 2.3565
C 4.7255 0.9745 0.9770
C 4.1627 -0.2886 0.5171
O 5.2628 1.8716 0.3221
H 3.5690 2.3586 4.5936
H 5.2663 2.9025 5.1085
H 4.8004 1.2824 4.7519
H 4.7873 3.1631 2.5530
H 6.3286 2.3630 2.9170
H 3.2503 -0.4849 1.1220
H 4.7869 -1.2680 0.4964
H 3.7744 -0.1635 -0.5058
C -2.5350 3.9234 -2.4208
C -3.1969 2.6347 -3.0540
O -2.0942 1.7030 -3.1666
C -2.2926 0.5792 -3.8149
C -1.2156 -0.3368 -3.7601
O -3.3073 0.2608 -4.5711
H -1.6409 4.1380 -2.7086
H -2.6018 3.7447 -1.3077
H -3.2114 4.7175 -2.3584
H -4.0582 2.3058 -2.4846
H -3.5584 2.9454 -4.1023
H -1.3544 -1.2451 -4.3776
H -1.1772 -0.7768 -2.7852
H -0.3202 0.0987 -3.7924
C -2.5202 -2.7220 0.7364
C -3.9395 -3.2266 0.9700
O -3.9745 -4.4879 1.6064
C -5.1274 -5.2042 1.5443
C -4.9392 -6.6899 1.7995
O -6.1646 -4.6869 1.2920
H -1.7643 -3.3737 0.2320
H -2.0734 -2.3069 1.6372
H -2.5221 -1.7723 0.3160
H -4.4634 -2.5315 1.5428
H -4.5119 -3.2951 -0.0270
H -5.3176 -6.5919 2.9490
H -3.8517 -6.8858 1.9835
H -5.6567 -7.1415 1.2233
C 0.1344 6.2588 0.0715
C -1.3098 6.0285 0.4611
C -2.3444 6.9200 -0.0615
O -1.5786 4.9875 1.2545
H 0.2670 7.2600 0.4767
H 0.2617 5.9302 -0.9650
H 0.9439 5.7370 0.7333
H -2.5183 7.6247 0.8224
H -3.2131 6.3419 0.0648
H -2.1283 7.3085 -0.9710
*
```

(7)
# C21H28BiNO

C21H28BiNO as an isolated structure at a distorted geometry (the ωB97M-V functional and the def2-TZVPD basis, OMol25).

highest occupied orbital energy (spin up / spin down): 2.228 / 2.229 eV
Kohn-Sham gap (spin up / spin down): 0.109 / 0.109 Eh

```
! RIJCOSX wB97M-V def2-TZVPD def2/J DEFGRID3
* xyz -2 1
Bi -0.0409 0.1227 0.3636
C 2.2514 1.0342 1.7093
C 2.6513 0.1320 0.6546
C 2.7119 0.8822 -0.5736
H 3.0191 -0.9044 0.7956
C 2.3131 2.2127 -0.2759
C 2.0323 2.3068 1.1303
H 1.7729 3.2189 1.6611
H 2.2167 0.7762 2.7699
H 3.0835 0.5144 -1.5184
H 2.3025 3.0464 -0.9886
C -2.5208 1.0580 1.1834
C -1.9006 2.2900 1.5458
C -1.6390 3.0316 0.3368
H -1.7191 2.6427 2.5587
C -2.1211 2.2859 -0.7647
C -2.6670 1.0520 -0.2720
H -3.1926 0.2936 -0.8525
H -2.9179 0.3090 1.8539
H -1.2065 4.0327 0.2961
H -2.1662 2.6185 -1.7931
O 0.0741 -0.9140 -1.3956
C -0.2552 0.1753 -3.9476
C 0.4260 -1.1688 -3.8968
C 0.5615 1.3268 -3.7139
C -1.6861 0.1590 -3.8961
C 0.5703 -1.7175 -2.3983
H 1.4149 -1.1724 -4.3680
H -0.0951 -1.9303 -4.5101
H -0.0202 -2.7372 -2.3408
H 1.6767 -1.9879 -2.2204
H 0.7264 1.8965 -4.7347
H 1.5839 1.1493 -3.2881
H 0.1158 2.0946 -2.9958
H -2.1023 0.0696 -4.9899
H -2.1499 1.0871 -3.4424
H -2.1576 -0.6830 -3.3305
C 0.5251 -3.2851 0.9444
C 0.1893 -2.6370 2.2330
C 0.0871 -3.2544 3.5020
C -0.2383 -2.2559 4.4246
C -0.3264 -1.0393 3.7005
C -0.6383 0.3069 4.2436
N -0.0824 -1.2978 2.3612
H 1.5171 -3.7439 1.0214
H 0.5317 -2.5859 0.0940
H -0.2039 -4.0680 0.7372
H 0.2448 -4.3197 3.6637
H -0.4040 -2.3248 5.4911
H -0.5835 0.2280 5.3412
H 0.0793 1.0556 3.9142
H -1.6443 0.6182 3.9767
*
```

(8)
# C2H6N2S

One molecule with the formula C2H6N2S at a distorted geometry (the ωB97M-V functional and the def2-TZVPD basis, OMol25).

highest occupied orbital energy: -8.331 eV
energy above the lowest of the compared OMol25 structures with the same formula, charge and spin: 43.9 kcal per mole
Kohn-Sham gap: 0.332 Eh

```
! RIJCOSX wB97M-V def2-TZVPD def2/J DEFGRID3
* xyz 0 1
C -2.4667 0.1830 -0.5175
N -1.5553 0.2773 0.6216
N -0.3210 0.3348 0.0180
C 0.6757 -0.3671 0.4960
S 2.1093 -0.3123 -0.2331
H -2.2558 -0.7088 -1.0691
H -3.4899 0.0539 -0.0769
H -2.3721 1.1144 -1.0438
H -1.7860 1.2424 0.9052
H -0.2828 1.0201 -0.7802
H 0.3181 -0.9057 1.4471
*
```